[1]
{
  "formula": "C29H44BeBrN3P2S",
  "method": "wB97M-V/def2-TZVPD",
  "elements": ["C", "C", "C", "C", "N", "C", "C", "C", "C", "C", "C", "C", "C", "C", "Be", "P", "H", "H", "H", "H", "H", "H", "H", "H", "C", "C", "H", "H", "H", "H", "H", "C", "C", "H", "H", "H", "H", "H", "C", "C", "H", "H", "H", "H", "H", "Br", "P", "C", "C", "H", "H", "H", "H", "H", "C", "C", "H", "H", "H", "H", "H", "C", "C", "H", "H", "H", "H", "H", "C", "N", "C", "C", "N", "C", "S", "H", "H", "H", "H", "H", "H"],
  "coordinates": [[2.421, 1.329, -7.326], [2.890, 1.556, -6.012], [4.183, 2.093, -5.865], [4.938, 2.392, -7.017], [4.461, 2.180, -8.241], [3.249, 1.662, -8.413], [2.107, 1.202, -4.844], [1.565, 0.765, -3.843], [0.916, -0.009, -2.868], [-0.477, 0.038, -2.857], [-1.156, -0.691, -1.876], [-0.398, -1.358, -0.908], [0.950, -1.595, -1.038], [1.641, -0.853, -2.011], [-1.486, -0.643, 0.233], [-1.947, 1.214, 1.188], [4.608, 2.256, -4.882], [1.446, 0.887, -7.504], [5.938, 2.806, -6.919], [2.906, 1.497, -9.434], [2.722, -0.918, -2.144], [-1.006, 0.626, -3.621], [1.495, -2.279, -0.391], [-2.242, -0.673, -1.939], [-2.617, 0.778, 2.850], [-2.569, 1.816, 3.969], [-2.076, -0.136, 3.138], [-3.650, 0.450, 2.660], [-3.094, 1.407, 4.843], [-1.543, 2.040, 4.282], [-3.065, 2.756, 3.707], [-0.528, 2.348, 1.376], [-0.375, 3.406, 0.289], [0.339, 1.680, 1.321], [-0.547, 2.782, 2.388], [0.635, 3.836, 0.337], [-0.506, 2.978, -0.717], [-1.096, 4.226, 0.410], [-3.251, 2.243, 0.404], [-3.916, 3.348, 1.219], [-4.011, 1.528, 0.061], [-2.787, 2.664, -0.498], [-4.584, 3.911, 0.553], [-4.533, 2.954, 2.034], [-3.205, 4.068, 1.642], [-0.717, -2.174, 1.621], [2.772, -0.596, 2.861], [1.616, 0.758, 3.196], [1.950, 1.430, 4.534], [0.595, 0.342, 3.163], [1.730, 1.493, 2.385], [1.538, 2.445, 4.574], [1.546, 0.853, 5.374], [3.040, 1.504, 4.659], [2.042, -2.216, 3.220], [3.030, -3.241, 3.790], [1.586, -2.572, 2.280], [1.218, -2.040, 3.927], [2.481, -4.138, 4.099], [3.772, -3.533, 3.040], [3.549, -2.837, 4.667], [3.348, -0.488, 1.132], [4.741, 0.178, 1.078], [2.603, 0.063, 0.538], [3.394, -1.516, 0.736], [5.195, 0.036, 0.089], [4.672, 1.257, 1.277], [5.412, -0.264, 1.829], [-5.771, -3.331, 0.589], [-4.516, -3.731, -0.022], [-4.144, -5.023, -0.336], [-2.876, -4.964, -0.826], [-2.511, -3.630, -0.812], [-3.508, -2.851, -0.296], [-3.643, -1.202, 0.041], [-5.582, -2.744, 1.499], [-6.362, -2.714, -0.099], [-6.339, -4.234, 0.844], [-4.814, -5.858, -0.176], [-2.215, -5.738, -1.172], [-1.582, -3.290, -1.039]],
  "total_charge": 2,
  "gap_ha": [0.215, 0.178]
}

[2]
{
  "formula": "C4H9N3",
  "method": "wB97M-V/def2-TZVPD",
  "elements": ["C", "C", "C", "C", "N", "N", "N", "H", "H", "H", "H", "H", "H", "H", "H", "H"],
  "coordinates": [[-1.950, -0.359, 0.139], [2.226, -1.332, 0.151], [1.051, -0.756, -0.173], [0.808, 1.636, -0.171], [-0.929, 0.161, 0.436], [-3.138, -0.365, -0.244], [0.421, 0.307, 0.550], [2.503, -2.249, -0.423], [2.599, -1.401, 1.140], [0.482, -0.994, -1.162], [0.461, 1.514, -1.251], [0.291, 2.452, 0.179], [1.867, 1.870, -0.076], [-3.872, -0.313, 0.490], [-3.557, -0.597, -1.092], [0.738, 0.425, 1.507]],
  "total_charge": 2,
  "multiplicity": 3,
  "e_above_lowest_ev": 4.6941,
  "gap_ha": [0.197, 0.362]
}

[3]
{
  "formula": "C33H45CoNO2SSe",
  "method": "wB97M-V/def2-TZVPD",
  "elements": ["Co", "C", "C", "C", "C", "C", "C", "C", "Se", "C", "C", "C", "C", "C", "C", "O", "C", "C", "C", "C", "C", "C", "C", "C", "C", "O", "C", "C", "C", "C", "C", "C", "H", "H", "H", "H", "H", "H", "H", "H", "H", "H", "H", "H", "H", "H", "H", "H", "H", "H", "H", "H", "H", "H", "H", "H", "H", "H", "H", "H", "H", "H", "H", "H", "H", "H", "H", "H", "H", "H", "H", "H", "S", "C", "N", "C", "C", "C", "C", "H", "H", "H", "H", "H"],
  "coordinates": [[0.051, -0.491, 3.086], [0.097, 2.992, -3.368], [1.326, 3.357, -2.521], [2.567, 3.238, -3.406], [1.204, 4.813, -2.052], [1.402, 2.430, -1.305], [0.360, 2.388, -0.389], [0.435, 1.538, 0.698], [-1.076, 1.448, 1.889], [-2.071, 0.191, 0.818], [-2.892, 0.644, -0.161], [-3.574, -0.279, -0.991], [-3.392, -1.657, -0.756], [-2.596, -2.186, 0.224], [-1.890, -1.231, 1.066], [-1.138, -1.608, 1.995], [-2.503, -3.713, 0.337], [-3.916, -4.264, 0.609], [-1.976, -4.268, -0.999], [-1.581, -4.233, 1.447], [-4.480, 0.160, -2.122], [-5.892, -0.395, -1.865], [-4.559, 1.681, -2.247], [-3.928, -0.416, -3.439], [1.536, 0.701, 0.966], [1.541, -0.073, 2.060], [2.593, 0.730, 0.043], [2.480, 1.595, -1.049], [3.877, -0.119, 0.124], [3.994, -0.978, -1.148], [3.948, -1.078, 1.317], [5.093, 0.819, 0.221], [0.039, 3.638, -4.249], [-0.830, 3.114, -2.802], [0.157, 1.954, -3.707], [2.471, 3.913, -4.259], [2.689, 2.224, -3.797], [3.475, 3.516, -2.864], [1.159, 5.484, -2.915], [2.065, 5.097, -1.442], [0.300, 4.972, -1.459], [-0.517, 3.011, -0.519], [-3.007, 1.709, -0.302], [-3.920, -2.348, -1.400], [-4.621, -4.008, -0.183], [-4.309, -3.880, 1.554], [-3.871, -5.353, 0.678], [-2.623, -4.016, -1.841], [-1.918, -5.357, -0.938], [-0.975, -3.886, -1.211], [-1.910, -3.919, 2.438], [-0.549, -3.909, 1.307], [-1.601, -5.324, 1.412], [-6.301, -0.007, -0.929], [-5.901, -1.486, -1.817], [-6.554, -0.090, -2.678], [-4.970, 2.144, -1.346], [-5.221, 1.935, -3.076], [-3.582, 2.123, -2.458], [-3.894, -1.508, -3.427], [-2.920, -0.043, -3.636], [-4.574, -0.111, -4.265], [3.305, 1.611, -1.749], [3.143, -1.659, -1.229], [4.908, -1.577, -1.110], [4.029, -0.373, -2.055], [3.127, -1.797, 1.312], [3.928, -0.540, 2.265], [4.889, -1.631, 1.251], [5.165, 1.489, -0.637], [6.017, 0.233, 0.266], [5.032, 1.433, 1.124], [-0.226, -0.421, 5.343], [1.471, -0.066, 5.187], [2.362, -1.085, 5.143], [3.702, -0.936, 5.071], [4.244, 0.312, 5.059], [3.376, 1.407, 5.117], [2.015, 1.222, 5.176], [1.969, -2.016, 5.170], [4.287, -1.844, 5.022], [5.315, 0.440, 5.006], [3.782, 2.411, 5.113], [1.331, 2.056, 5.203]],
  "total_charge": 1,
  "multiplicity": 5,
  "gap_ha": [0.259, 0.192]
}

[4]
{
  "formula": "C2H5NO2S",
  "method": "wB97M-V/def2-TZVPD",
  "elements": ["C", "C", "N", "O", "O", "S", "H", "H", "H", "H", "H"],
  "coordinates": [[-1.228, -0.670, 0.238], [-0.819, 0.477, 0.759], [2.368, 1.106, -0.631], [-2.264, -0.819, -0.610], [2.128, -1.371, -0.202], [2.203, -0.031, 0.353], [-0.748, -1.617, 0.436], [-1.321, 1.404, 0.534], [-0.028, 0.525, 1.481], [2.419, 0.968, -1.631], [-2.711, 0.028, -0.729]],
  "e_above_lowest_ev": 2.0996,
  "gap_ha": 0.328
}